(1)
{
  "formula": "C2H4N4",
  "method": "wB97M-V/def2-TZVPD",
  "species": ["N", "N", "N", "N", "C", "C", "H", "H", "H", "H"],
  "xyz": [[-1.4653, -0.7136, 0.0668], [-0.1932, -1.1489, -0.1363], [-0.2108, 1.0289, 0.3595], [1.8501, 0.0780, -0.3323], [-1.5018, 0.6083, 0.3935], [0.5105, -0.0412, -0.0388], [2.3124, 0.8107, 0.1888], [-1.4397, 1.5749, -0.2244], [-2.2101, -1.3992, 0.0456], [2.3479, -0.7978, -0.3225]],
  "mulliken_charge": [0.147, -0.620, -0.496, -0.458, -0.161, 0.465, 0.260, 0.407, 0.199, 0.257],
  "energy_ev": -8096.576,
  "e_lumo_ev": 1.0131,
  "e_above_lowest_kj_mol": 264.2,
  "smiles": "Nc1nc[nH]n1"
}

=====

(2)
{
  "formula": "C2H25O11",
  "method": "wB97M-V/def2-TZVPD",
  "species": ["O", "O", "O", "O", "O", "O", "O", "O", "O", "O", "O", "C", "C", "H", "H", "H", "H", "H", "H", "H", "H", "H", "H", "H", "H", "H", "H", "H", "H", "H", "H", "H", "H", "H", "H", "H", "H", "H"],
  "xyz": [[-4.2790, -27.6050, 10.0760], [-1.5450, -27.8460, 10.3660], [1.0980, -23.9980, 13.8170], [2.2140, -27.4030, 12.9990], [-1.5150, -23.7170, 14.9520], [0.4680, -25.7390, 11.2050], [-0.5890, -26.1010, 13.8620], [1.1490, -26.2030, 15.7580], [-2.5050, -24.8030, 12.3190], [-2.1940, -25.8150, 16.9310], [-5.0450, -26.0340, 12.4540], [-0.8580, -27.5200, 13.6480], [-2.3440, -27.6870, 13.5120], [1.1720, -23.6680, 12.9230], [-4.2300, -25.7000, 12.7700], [-0.5160, -28.0170, 14.5150], [-3.0050, -25.7330, 16.3790], [-5.7000, -25.6350, 13.0670], [-4.7130, -27.1700, 10.8040], [-2.8950, -27.0040, 14.0720], [-1.1720, -24.5280, 14.5250], [0.9500, -26.4370, 10.7760], [-3.4200, -27.7410, 10.4630], [2.7760, -26.8160, 13.4550], [-1.0390, -28.6380, 10.2780], [-2.1890, -24.0700, 11.8020], [-0.2320, -28.0440, 12.9220], [0.4660, -25.9540, 12.1520], [-1.6620, -26.5190, 16.5800], [-1.1380, -27.3230, 11.0370], [-1.7790, -25.1250, 12.8490], [0.3680, -26.2180, 15.1850], [-2.6320, -28.7610, 13.7000], [1.2600, -25.3190, 16.1140], [0.3570, -24.5640, 13.6890], [-2.4520, -23.9160, 14.8720], [-2.7980, -27.5420, 12.4990], [1.5810, -27.6940, 13.6490]],
  "mulliken_charge": [-0.690, -0.677, -0.653, -0.612, -0.648, -0.701, -0.205, -0.759, -0.612, -0.597, -0.626, -1.117, -0.705, 0.360, 0.305, 0.545, 0.299, 0.271, 0.394, 0.143, 0.342, 0.305, 0.293, 0.296, 0.288, 0.221, 0.613, 0.365, 0.335, 0.352, 0.419, 0.196, 0.348, 0.334, 0.307, 0.304, -0.326, 0.296],
  "total_charge": -1,
  "energy_ev": -25003.819,
  "e_lumo_ev": 2.8390,
  "e_above_lowest_kj_mol": 54.9
}

=====

(3)
{
  "formula": "C2H5PS",
  "method": "wB97M-V/def2-TZVPD",
  "species": ["S", "P", "C", "C", "H", "H", "H", "H", "H"],
  "xyz": [[0.9008, -1.3641, -0.9086], [-0.4472, -0.5822, 0.8061], [-0.8264, 1.0385, 0.6036], [1.3363, 0.1872, -1.2060], [-0.1712, -1.1474, 2.0942], [1.9320, 0.3319, -2.1538], [0.0687, 1.6990, 0.6653], [-1.4742, -1.2915, 0.4918], [-1.3188, 1.1286, -0.3926]],
  "mulliken_charge": [-0.118, 0.184, -0.728, -0.305, 0.130, 0.207, 0.315, 0.047, 0.266],
  "energy_ev": -22273.620,
  "e_lumo_ev": -0.1043,
  "e_above_lowest_kj_mol": 413.4
}

=====

(4)
{
  "formula": "C7H8NO4",
  "method": "wB97M-V/def2-TZVPD",
  "species": ["O", "O", "O", "O", "N", "C", "C", "C", "C", "C", "C", "C", "H", "H", "H", "H", "H", "H", "H", "H"],
  "xyz": [[-2.4469, 1.6098, 0.2799], [3.6520, -0.9888, 0.0478], [2.7747, 0.9596, 0.9405], [0.4449, -0.5537, 0.4739], [-0.2817, 2.1727, 0.3594], [1.4417, -0.2288, -0.2931], [-1.2823, 1.2200, 0.3011], [-1.8580, -2.4805, 0.6241], [2.8364, -0.1275, 0.3214], [-0.9039, -0.1713, 0.3045], [-1.9465, -1.1311, 0.5451], [1.0589, 0.3804, -1.6114], [1.2039, 1.4051, -1.5401], [1.6683, -0.2481, -2.2653], [-1.0841, -3.1526, 0.5278], [-2.9593, -0.8393, 0.8317], [-2.6189, -3.1400, 0.9604], [0.0406, 0.2841, -1.8233], [-0.3927, 3.1393, 0.3420], [0.6529, 1.8908, 0.6736]],
  "mulliken_charge": [-0.769, -0.661, -0.646, -0.354, -0.308, 0.828, 0.373, -1.151, 0.342, 0.487, -0.349, -1.276, 0.490, 0.378, 0.336, 0.230, 0.269, 0.375, 0.151, 0.253],
  "total_charge": -1,
  "energy_ev": -17067.641,
  "e_lumo_ev": [3.5096, 3.5108],
  "e_above_lowest_kj_mol": 263.9
}

=====

(5)
{
  "formula": "C5H8O2",
  "method": "wB97M-V/def2-TZVPD",
  "species": ["O", "O", "C", "C", "C", "C", "C", "H", "H", "H", "H", "H", "H", "H", "H"],
  "xyz": [[0.3229, 2.1981, 1.8124], [-0.8873, -3.2203, 0.9047], [0.5087, 0.4929, -1.0574], [0.3488, 1.5789, 0.7841], [0.6252, 0.1170, 0.4425], [-1.3322, -2.1660, 0.2649], [0.1058, 1.9435, -0.6827], [1.5751, -0.2974, 0.7926], [1.4598, 0.4290, -1.5920], [0.7449, 2.7480, -1.0586], [-0.2025, -0.5012, 0.8155], [-0.2483, -0.0597, -1.6206], [-0.9393, 2.1992, -0.8862], [-0.7062, -2.1695, -0.6601], [-1.3753, -3.2924, 1.7409]],
  "mulliken_charge": [-0.560, -0.329, -0.422, 0.259, -0.116, -0.247, -0.503, 0.378, 0.249, 0.272, 0.005, 0.256, 0.246, 0.124, 0.388],
  "energy_ev": -9405.633,
  "e_lumo_ev": 0.4029,
  "e_above_lowest_kj_mol": 405.1
}